Formula: C30H24ClN4O2RhSSe2
Source: OMol25
Level of theory: wB97M-V/def2-TZVPD

Summary:
Kohn-Sham gap (alpha / beta) (eV): 4.4494 / 4.4335
DFT total energy (eV): -198611.4635
Net charge: 0
Highest occupied orbital energy (alpha / beta) (Ha): -0.2074 / -0.2068

Structure (XYZ):
```
65
Properties=species:S:1:pos:R:3:lowdin_charge:R:1
Rh 0.579 -1.075 -1.171 0.6825
Cl -1.621 -2.403 5.714 0.6507
C -1.034 -2.387 4.082 -0.6870
C -0.229 -3.440 3.651 -0.0879
C 0.221 -3.460 2.353 0.0069
C -0.071 -2.421 1.448 -0.4224
O 0.314 -2.548 0.220 -0.2875
C -0.841 -1.308 1.923 -0.2158
C -1.125 -0.169 1.132 -0.1299
N -0.533 0.180 -0.001 -0.0647
C -0.746 1.399 -0.585 -0.2069
C -1.453 2.476 -0.030 -0.0061
C -1.616 3.651 -0.742 -0.0720
C -1.053 3.823 -1.989 -0.0259
C -0.298 2.792 -2.572 -0.1485
C 0.326 2.904 -3.831 0.0089
C 1.054 1.840 -4.316 -0.0298
C 1.166 0.682 -3.557 -0.1043
N 0.578 0.539 -2.368 -0.0290
C -0.145 1.569 -1.864 -0.1380
C -1.348 -1.352 3.238 -0.0748
H 0.016 -4.244 4.325 0.1064
H 0.797 -4.292 1.981 0.1265
H -1.865 0.510 1.543 0.1238
H -1.870 2.410 0.961 0.1066
H -2.200 4.448 -0.306 0.1078
H -1.171 4.755 -2.517 0.1120
H 0.228 3.821 -4.391 0.1182
H 1.551 1.891 -5.273 0.1110
H 1.761 -0.148 -3.914 0.0467
H -1.985 -0.552 3.582 0.1140
Se 2.094 -2.427 -2.268 0.0168
C 0.218 4.716 3.892 -0.0481
C 0.713 3.439 3.283 -0.2741
C 0.667 2.243 3.995 -0.0326
C 1.173 1.076 3.452 -0.0780
C 1.727 1.100 2.184 -0.3757
C 1.742 2.268 1.443 -0.0696
C 1.248 3.433 1.999 -0.0371
S 2.284 -0.437 1.418 0.9595
C 4.015 -0.447 2.035 -0.1874
O 2.452 -0.066 -0.016 -0.5923
H -0.541 4.517 4.644 0.0766
H -0.188 5.389 3.139 0.0766
H 1.043 5.239 4.378 0.0872
H 0.216 2.223 4.977 0.1149
H 1.128 0.155 4.013 0.1122
H 2.122 2.259 0.432 0.1134
H 1.264 4.349 1.427 0.1167
H 4.455 0.540 1.964 0.0577
H 4.550 -1.138 1.391 0.0577
H 4.014 -0.804 3.058 0.0504
Se -2.616 -2.093 -0.842 1.2271
N -1.398 -1.779 -2.119 -0.2579
C -1.491 -2.758 -3.038 -0.3503
C -0.714 -2.882 -4.200 -0.0690
C -0.969 -3.918 -5.063 -0.0654
C -2.007 -4.834 -4.821 -0.0744
C -2.775 -4.754 -3.690 -0.0254
C -2.523 -3.722 -2.768 -0.3742
N -3.211 -3.525 -1.641 -0.2317
H 0.067 -2.161 -4.396 0.0609
H -0.363 -4.036 -5.948 0.1080
H -2.208 -5.604 -5.551 0.1042
H -3.574 -5.450 -3.491 0.1118
```